Entry 1:
{
  "formula": "C30H48MnN4Si2Te",
  "method": "ωB97M-V/def2-TZVPD",
  "gap_ev": [7.0, 4.2],
  "multiplicity": 4,
  "total_charge": 2,
  "s2": 3.799,
  "elements": ["Mn", "C", "C", "C", "N", "C", "C", "C", "C", "C", "C", "C", "N", "C", "C", "C", "N", "C", "C", "C", "C", "C", "C", "C", "N", "C", "C", "H", "H", "H", "H", "H", "H", "H", "H", "H", "H", "H", "H", "H", "H", "H", "H", "H", "H", "H", "H", "H", "H", "H", "H", "H", "H", "C", "Si", "C", "C", "C", "Te", "C", "Si", "C", "C", "C", "H", "H", "H", "H", "H", "H", "H", "H", "H", "H", "H", "H", "H", "H", "H", "H", "H", "H", "H", "H", "H", "H"],
  "positions_angstrom": [[-0.6735, 0.1173, 0.5882], [-0.5523, 2.9424, 0.4919], [-1.1191, 3.1659, 1.8987], [-1.5927, 1.8786, 2.6064], [-0.6465, 0.8021, 2.3577], [0.4436, 0.5924, 3.1075], [0.6973, 1.2518, 4.3183], [1.7019, 1.0390, 5.2448], [2.7256, 0.1009, 5.2491], [3.0478, -0.8061, 4.2542], [2.4466, -1.0104, 3.0219], [1.3417, -0.3730, 2.4572], [0.9186, -0.5809, 1.2060], [1.3364, -1.6585, 0.3380], [0.5859, -2.9626, 0.6622], [-0.8226, -2.7468, 1.2450], [-1.5132, -1.5786, 0.7050], [-2.8421, -1.5721, 0.5453], [-3.6708, -2.5867, 1.0486], [-5.0305, -2.7922, 0.9173], [-5.9611, -2.0867, 0.1699], [-5.7384, -0.9266, -0.5464], [-4.5927, -0.1469, -0.6217], [-3.3156, -0.3378, -0.0884], [-2.3425, 0.6003, -0.1554], [-2.7176, 1.9498, -0.5725], [-1.5379, 2.9088, -0.6793], [0.0684, 2.0170, 0.4904], [0.1617, 3.7395, 0.2777], [-1.9478, 3.8757, 1.8600], [-0.3343, 3.6153, 2.5120], [-2.5596, 1.5603, 2.2211], [-1.7265, 2.0628, 3.6722], [-0.0077, 2.0266, 4.5879], [1.6642, 1.6873, 6.1124], [3.3534, 0.0779, 6.1308], [3.9120, -1.4290, 4.4525], [2.9114, -1.7656, 2.3988], [2.4153, -1.8348, 0.3455], [1.0695, -1.3523, -0.6830], [1.1528, -3.5506, 1.3845], [0.5176, -3.5482, -0.2555], [-0.7600, -2.6481, 2.3344], [-1.3889, -3.6501, 1.0241], [-3.1731, -3.3141, 1.6756], [-5.4190, -3.6463, 1.4594], [-6.9715, -2.4748, 0.1566], [-6.5918, -0.5362, -1.0879], [-4.7184, 0.7549, -1.2031], [-3.4572, 2.3464, 0.1340], [-3.1925, 1.9377, -1.5564], [-1.9539, 3.9083, -0.8203], [-0.9728, 2.6694, -1.5866], [4.1997, 6.8158, -1.3938], [3.0025, 5.4539, -0.9249], [1.5309, 5.4843, -2.0998], [2.4338, 5.5581, 0.8770], [4.0247, 3.8143, -1.0733], [2.9844, 1.9836, -0.7867], [2.0143, 1.9057, -2.6695], [2.9287, 0.7768, -3.9505], [2.0022, 1.0007, -5.5629], [4.7042, 1.3764, -4.0596], [2.8038, -0.9767, -3.2766], [3.6799, 7.7760, -1.3913], [4.6095, 6.6664, -2.3943], [5.0340, 6.8877, -0.6942], [1.1078, 6.4914, -2.0872], [0.7287, 4.7927, -1.8331], [1.8333, 5.2871, -3.1315], [3.0714, 6.2550, 1.4241], [2.4934, 4.5952, 1.3912], [1.4107, 5.9292, 0.9547], [4.7894, 3.8306, -0.2937], [4.5243, 3.7528, -2.0434], [1.9653, 2.9263, -3.0459], [1.0022, 1.5317, -2.4998], [2.0527, 2.0354, -5.9076], [0.9502, 0.7234, -5.4798], [2.4490, 0.3749, -6.3382], [4.7555, 2.3683, -4.5143], [5.2899, 0.7039, -4.6886], [5.1962, 1.4204, -3.0840], [1.7650, -1.3092, -3.2165], [3.2560, -1.0662, -2.2848], [3.3268, -1.6737, -3.9340]],
  "lowdin_charge": [0.80, -0.22, -0.13, -0.18, -0.06, -0.18, 0.01, -0.04, -0.06, -0.04, 0.01, -0.20, -0.13, -0.22, -0.13, -0.18, -0.05, -0.19, 0.02, -0.04, -0.05, -0.04, 0.02, -0.20, -0.09, -0.21, -0.18, 0.04, 0.08, 0.13, 0.11, 0.11, 0.12, 0.11, 0.12, 0.12, 0.12, 0.11, 0.11, 0.10, 0.12, 0.12, 0.13, 0.11, 0.11, 0.12, 0.12, 0.12, 0.10, 0.13, 0.12, 0.13, 0.10, -0.16, 0.46, -0.17, -0.17, -0.53, 1.52, -0.53, 0.44, -0.16, -0.18, -0.18, 0.05, 0.04, 0.04, 0.05, 0.01, 0.04, 0.04, 0.02, 0.04, 0.02, 0.02, 0.00, 0.01, 0.04, 0.04, 0.05, 0.04, 0.05, 0.02, 0.04, 0.02, 0.05]
}


Entry 2:
{
  "formula": "C30H30N2O5S",
  "method": "ωB97M-V/def2-TZVPD",
  "de_lowest_kcal_mol": 0.0,
  "gap_ev": 4.2,
  "elements": ["C", "C", "O", "C", "C", "O", "C", "S", "C", "C", "C", "C", "C", "C", "O", "O", "O", "H", "H", "H", "H", "H", "H", "H", "H", "H", "H", "H", "H", "H", "C", "N", "C", "C", "C", "C", "C", "N", "C", "C", "C", "C", "C", "C", "C", "C", "C", "C", "C", "C", "C", "H", "H", "H", "H", "H", "H", "H", "H", "H", "H", "H", "H", "H", "H", "H", "H", "H"],
  "positions_angstrom": [[4.4568, 2.0640, 1.3364], [4.1375, 0.6656, 1.7906], [2.6727, 0.7041, 1.9753], [2.0474, -0.4947, 2.0047], [0.5669, -0.3426, 2.2342], [-0.1996, -1.4313, 2.1038], [-0.0504, -2.2577, 0.8852], [-0.0844, 1.1782, 1.4238], [-1.8529, 0.9658, 1.6016], [-2.6345, 1.2924, 0.4981], [-3.9991, 1.0062, 0.5292], [-4.5558, 0.3995, 1.6607], [-3.7626, 0.1243, 2.7816], [-2.3956, 0.4145, 2.7524], [0.3081, 2.3947, 2.0863], [0.1452, 0.9637, 0.0064], [2.6209, -1.5863, 1.8931], [5.5152, 2.3009, 1.4810], [4.2287, 2.1258, 0.2667], [3.8260, 2.7923, 1.8594], [4.3695, -0.1001, 1.0394], [4.6292, 0.4021, 2.7442], [-0.7696, -3.0641, 1.0368], [-0.2937, -1.6494, 0.0072], [0.9764, -2.6291, 0.8501], [-2.1602, 1.7269, -0.3767], [-4.6051, 1.2718, -0.3377], [-5.6238, 0.1669, 1.6713], [-4.2036, -0.3069, 3.6833], [-1.7615, 0.2199, 3.6126], [5.4179, -0.7584, 5.1646], [4.1458, -1.2554, 5.6553], [2.9950, -1.2211, 4.9327], [1.9266, -1.7726, 5.6812], [0.6115, -1.9434, 5.2169], [-0.3282, -2.7982, 5.8427], [-0.0913, -4.0460, 6.4668], [-1.2285, -4.4955, 7.0683], [-1.3087, -5.6781, 7.9096], [-2.2645, -3.5815, 6.8542], [-1.7407, -2.5115, 6.0873], [-2.4793, -1.3361, 5.9857], [-3.7359, -1.2648, 6.6143], [-4.2438, -2.3399, 7.3549], [-3.5016, -3.5262, 7.4919], [2.5006, -2.1020, 6.9917], [3.8880, -1.7899, 6.9134], [4.7890, -2.0066, 7.9372], [4.2878, -2.5784, 9.1133], [2.9141, -2.8568, 9.2349], [2.0098, -2.5834, 8.1936], [6.2074, -1.0378, 5.8634], [5.6261, -1.1828, 4.1741], [5.3927, 0.3355, 5.0528], [3.0339, -0.8769, 3.9197], [0.3090, -1.4033, 4.3172], [0.8450, -4.5923, 6.5015], [-2.3128, -5.7407, 8.3357], [-1.1018, -6.5832, 7.3232], [-0.5763, -5.6212, 8.7277], [-2.0551, -0.4944, 5.4493], [-4.3245, -0.3464, 6.5344], [-5.2167, -2.2493, 7.8437], [-3.8647, -4.3655, 8.0750], [5.8368, -1.7423, 7.8078], [4.9606, -2.8004, 9.9395], [2.5374, -3.2957, 10.1598], [0.9353, -2.7375, 8.3102]],
  "lowdin_charge": [-0.07, -0.20, -0.07, -0.55, -0.37, -0.22, -0.02, 0.72, -0.27, -0.06, -0.08, -0.09, -0.07, -0.06, -0.32, -0.34, 0.00, 0.07, 0.08, 0.09, 0.12, 0.09, 0.08, 0.09, 0.07, 0.11, 0.10, 0.10, 0.09, 0.08, 0.01, -0.04, 0.11, -0.08, 0.14, -0.12, 0.02, -0.08, 0.00, -0.16, -0.10, -0.01, -0.08, -0.08, -0.01, -0.10, -0.16, -0.01, -0.07, -0.07, -0.03, 0.08, 0.11, 0.11, 0.11, 0.11, 0.15, 0.08, 0.10, 0.10, 0.10, 0.11, 0.11, 0.10, 0.11, 0.10, 0.10, 0.11]
}


Entry 3:
{
  "formula": "C26H41AlBrCl4F11NO5SSi2",
  "method": "ωB97M-V/def2-TZVPD",
  "gap_ev": 5.4,
  "total_charge": 1,
  "elements": ["C", "C", "C", "Si", "C", "C", "C", "F", "F", "C", "F", "F", "S", "F", "F", "F", "F", "F", "C", "C", "O", "N", "C", "C", "O", "Si", "C", "O", "C", "C", "O", "C", "C", "C", "C", "C", "O", "H", "H", "H", "H", "H", "H", "H", "H", "H", "H", "H", "H", "H", "H", "H", "H", "H", "H", "H", "H", "H", "H", "H", "H", "H", "H", "H", "H", "H", "H", "H", "H", "H", "H", "H", "H", "F", "Al", "C", "Cl", "Cl", "Cl", "Cl", "Br", "F", "C", "C", "C", "C", "C", "C", "H", "H", "H", "H", "H"],
  "positions_angstrom": [[5.4279, 0.6271, 0.8248], [4.8220, 1.9852, 0.8341], [3.4073, 2.4389, 0.1446], [2.1941, 0.9966, -0.2642], [2.5168, 0.1527, -1.9891], [4.0699, 0.2435, -2.5018], [4.8966, -1.2073, -2.3806], [4.4633, -1.7514, -1.0387], [6.3475, -0.7878, -2.3339], [4.5221, -2.1734, -3.6401], [4.3862, -1.4544, -4.9556], [3.1479, -2.7443, -3.3773], [5.6463, -3.6271, -3.9429], [6.2091, -3.7172, -2.3317], [4.3483, -4.6928, -3.4724], [5.0255, -3.7186, -5.5514], [6.9607, -2.6771, -4.4928], [6.5903, -5.0249, -4.2885], [2.1874, -0.3431, 1.1727], [2.4855, 0.3235, 2.6592], [1.7964, 1.4243, 2.9820], [3.5363, -0.3565, 3.5086], [3.0017, -1.5518, 4.2659], [4.2993, 0.6083, 4.3896], [0.5539, 1.7183, -0.1994], [-0.6393, 0.6231, -0.8779], [-2.3163, 0.8618, 0.1139], [-2.9106, -0.4163, 0.5387], [-4.1232, -0.0658, 1.3450], [-5.2102, -1.3324, 1.2694], [-4.5875, -2.3386, 0.3911], [-5.2036, -3.6711, 0.5545], [-6.0563, -3.9530, -0.8556], [-1.0843, 0.9668, -2.7307], [-1.1067, -0.3646, -3.6865], [-1.4173, -1.7755, -2.8971], [0.1030, -0.4481, -4.5699], [4.9829, -0.3450, 1.3001], [6.5133, 0.5322, 0.3377], [5.4475, 2.8435, 1.3725], [2.8773, 3.1695, 0.9258], [3.5918, 3.0682, -0.8376], [1.8533, 0.6231, -2.8635], [2.1063, -0.9579, -1.8705], [4.7220, 1.0004, -1.8479], [4.0723, 0.6815, -3.5866], [1.1600, -0.9012, 1.2674], [3.0001, -1.1946, 0.9864], [3.5794, -2.5023, 3.8342], [1.8645, -1.7328, 4.0518], [3.2727, -1.5339, 5.4222], [3.9390, 0.5925, 5.5246], [4.3618, 1.6875, 3.9381], [5.4231, 0.2083, 4.4261], [-0.2073, -0.7406, -0.6059], [-3.1105, 1.3628, -0.6231], [-2.1255, 1.5279, 1.0760], [-3.8100, 0.1819, 2.4686], [-4.6727, 0.8450, 0.8277], [-5.4623, -1.7664, 2.3508], [-6.2304, -0.9489, 0.7936], [-5.9491, -3.7316, 1.4742], [-4.3065, -4.4411, 0.6763], [-5.4547, -3.4824, -1.7658], [-6.1391, -5.1278, -0.9628], [-7.0979, -3.4097, -0.8267], [-2.1807, 1.4360, -2.7840], [-0.3827, 1.7625, -3.2546], [-2.0154, -0.2125, -4.4455], [-2.3976, -1.6998, -2.2299], [-0.4954, -2.2193, -2.3192], [-1.6847, -2.5756, -3.7407], [0.0222, 0.4104, -5.1179], [-4.5979, 2.4286, 0.9135], [4.1021, -4.0538, 3.1068], [5.9021, -1.7418, -8.8892], [6.3371, -0.0445, -9.2124], [4.1379, -1.9415, -9.0381], [6.7210, -2.7993, -10.0664], [6.4125, -2.1820, -7.2399], [-5.1979, 2.6832, 2.5670], [-7.2479, 4.7868, 3.3449], [-7.4215, 4.9945, 4.6569], [-7.2534, 3.9379, 5.5451], [-7.4290, 4.1549, 6.9117], [-7.7817, 5.4251, 7.3743], [-7.9530, 6.4781, 6.4744], [-7.7665, 6.2633, 5.1091], [-6.9876, 2.9562, 5.1667], [-7.2923, 3.3372, 7.6150], [-7.9229, 5.5929, 8.4399], [-8.2316, 7.4649, 6.8364], [-7.8868, 7.0726, 4.3965]],
  "lowdin_charge": [-0.06, -0.18, -0.25, 0.56, -0.22, -0.11, -0.18, -0.04, -0.02, -0.20, 0.00, 0.00, 1.07, -0.19, -0.21, -0.27, -0.22, -0.17, -0.15, -0.31, -0.01, -0.20, -0.11, -0.10, -0.36, 0.61, -0.27, -0.27, -0.21, -0.16, -0.25, -0.24, -0.10, -0.22, -0.42, -0.10, -0.14, 0.04, 0.09, 0.12, 0.11, 0.11, 0.10, 0.10, 0.12, 0.14, 0.09, 0.07, -0.24, 0.14, 0.14, 0.11, 0.11, 0.11, 0.00, 0.10, 0.11, 0.11, 0.06, 0.13, 0.14, 0.12, 0.13, 0.08, 0.08, 0.08, 0.10, 0.10, 0.15, 0.10, 0.07, 0.10, 0.12, -0.66, 1.09, -1.99, 0.51, 0.52, 0.52, 0.58, 0.86, 0.00, -0.30, -0.03, -0.08, -0.09, -0.08, -0.01, 0.10, 0.11, 0.10, 0.11, 0.12]
}


Taking the records one at a time from the top gives maximum force values of 1.3, 4.0, 8.3 eV/Å.